Record 1
C4H5NO2 | ωB97M-V/def2-TZVPD

XYZ file:
```
12
Properties=species:S:1:pos:R:3:nbo_charge:R:1
C -1.280 -1.055 0.056 0.4282
N -1.352 0.005 0.724 -0.5307
C -0.437 1.058 0.489 -0.3090
C 0.880 0.517 0.202 0.0650
O 1.278 0.387 -1.438 -0.4666
C 1.062 -0.606 -0.607 0.3264
O -0.356 -1.379 -0.744 -0.5395
H -2.021 -1.842 0.142 0.1600
H -0.784 1.684 -0.304 0.2376
H -0.418 1.651 1.379 0.2204
H 1.722 0.862 0.773 0.2182
H 1.718 -1.443 -0.599 0.1900
```

Values from the calculation:
**Lowest unoccupied orbital energy**: 0.856 eV
**Gap between HOMO and LUMO**: 10.53 eV
**Calculated total energy**: -9811.071 eV

=====

Record 2
C4H5NO2 | ωB97M-V/def2-TZVPD

XYZ file:
```
12
Properties=species:S:1:pos:R:3:nbo_charge:R:1
C 1.271 -0.208 -0.994 -0.4048
C -1.128 0.258 -1.001 -0.2120
C -1.919 0.634 0.021 -0.1102
O -1.342 0.380 1.312 -0.4051
C -0.182 -0.127 1.047 0.8105
O 0.585 -0.467 2.085 -0.6404
N 0.019 -0.210 -0.258 -0.4041
H 2.148 -0.300 -0.348 0.1945
H 1.254 -0.984 -1.761 0.2252
H 1.294 0.761 -1.501 0.2334
H -2.846 1.176 0.065 0.2076
H 1.115 -1.253 1.887 0.5054
```

Values from the calculation:
**Lowest unoccupied orbital energy**: 0.137 eV
**Gap between HOMO and LUMO**: 8.40 eV
**Calculated total energy**: -9811.093 eV

=====

Record 3
C4H5NO2 | ωB97M-V/def2-TZVPD

XYZ file:
```
12
Properties=species:S:1:pos:R:3:nbo_charge:R:1
O 0.916 -0.977 -2.884 -0.4949
C 0.345 -1.537 -2.079 0.4970
C 0.863 -0.245 0.742 -0.2310
C 0.279 1.043 1.134 -0.2526
N -0.597 -0.109 0.920 -0.4944
C -1.424 -0.066 -0.232 0.5587
O -1.324 0.710 -1.151 -0.5543
H 1.330 -0.914 1.457 0.2123
H 1.278 -0.284 -0.261 0.1993
H 0.252 1.814 0.368 0.2195
H 0.319 1.376 2.165 0.2091
H -2.238 -0.812 -0.180 0.1313
```

Values from the calculation:
**Lowest unoccupied orbital energy**: 1.063 eV
**Gap between HOMO and LUMO**: 11.16 eV
**Calculated total energy**: -9812.147 eV

=====

Record 4
C4H5NO2 | ωB97M-V/def2-TZVPD

XYZ file:
```
12
Properties=species:S:1:pos:R:3:nbo_charge:R:1
O -2.317 0.730 0.151 -0.6998
C -1.522 -0.424 -0.006 -0.0893
C -0.057 -0.082 -0.100 0.1188
C 1.083 -0.516 0.638 -0.3650
C 2.096 0.186 0.074 0.1423
O 1.632 0.973 -0.903 -0.2673
N 0.279 0.795 -1.012 -0.1478
H -1.978 1.377 -0.484 0.4789
H -1.716 -1.076 0.849 0.1906
H -1.798 -0.981 -0.913 0.1807
H 1.134 -1.218 1.458 0.2424
H 3.163 0.237 0.248 0.2156
```

Values from the calculation:
**Lowest unoccupied orbital energy**: 0.933 eV
**Gap between HOMO and LUMO**: 11.15 eV
**Calculated total energy**: -9812.277 eV

=====

Record 5
C4H5NO2 | ωB97M-V/def2-TZVPD

XYZ file:
```
12
Properties=species:S:1:pos:R:3:nbo_charge:R:1
C -1.267 0.087 0.865 -0.2540
C -0.286 -0.672 1.351 -0.3492
C 1.114 -0.189 1.334 0.4019
O 1.484 0.857 0.838 -0.5404
H -2.278 -0.294 0.826 0.2043
H -1.112 1.066 0.416 0.2072
H -0.466 -1.668 1.763 0.2162
H 1.829 -0.889 1.813 0.1142
N -0.486 0.876 -2.118 -0.7895
C 0.324 0.102 -2.616 0.8667
O 1.114 -0.601 -3.114 -0.4931
H 0.030 1.323 -1.357 0.4157
```

Values from the calculation:
**Lowest unoccupied orbital energy**: -0.236 eV
**Gap between HOMO and LUMO**: 10.16 eV
**Calculated total energy**: -9812.848 eV

=====

Record 6
C4H5NO2 | ωB97M-V/def2-TZVPD

XYZ file:
```
12
Properties=species:S:1:pos:R:3:nbo_charge:R:1
C -0.185 -0.466 -1.603 -0.6582
C -0.432 -0.198 -0.164 0.1433
C -0.192 -1.092 0.856 -0.1102
O -0.651 -0.260 2.145 -0.4850
C 0.046 0.634 1.536 0.8797
O 1.323 0.638 1.673 -0.6745
N -0.634 1.117 0.352 -0.6393
H -1.089 -0.257 -2.185 0.2422
H 0.623 0.163 -1.996 0.2249
H 0.082 -1.518 -1.734 0.2478
H 1.204 -0.573 1.271 0.4386
H -0.094 1.813 -0.152 0.3906
```

Values from the calculation:
**Lowest unoccupied orbital energy**: -0.108 eV
**Gap between HOMO and LUMO**: 8.94 eV
**Calculated total energy**: -9807.860 eV

=====

Values of energy above the lowest of the compared OMol25 structures with the same formula, charge and spin, in order: 3.2442 3.2220 2.1674 2.0377 1.4672 6.4547, all in eV.